The following is a quantum chemistry calculation of a structure of composition C18H26Br27N5PS, from the OMol25 dataset.

Geometry as XYZ:
```
78
C18H26Br27N5PS (the ωB97M-V functional and the def2-TZVPD basis)
C 0.961 2.438 4.287
C -0.238 2.187 4.317
C -1.703 1.824 3.982
C -1.823 0.276 3.615
C -2.411 0.098 2.161
N -1.491 -0.560 1.213
N -1.424 -1.918 0.926
C -1.155 -2.758 2.110
C 0.387 -2.956 2.405
C -0.660 0.223 0.526
N -0.500 1.601 0.586
C 0.472 1.922 -0.333
N 0.894 0.764 -0.952
P 2.110 0.591 -2.246
S 3.903 0.349 -1.598
N 0.217 -0.273 -0.411
H 1.980 2.817 4.182
H -2.328 2.111 4.863
H -2.029 2.484 3.135
H -0.854 -0.248 3.788
H -2.574 -0.144 4.342
H -3.378 -0.473 2.217
H -2.675 1.101 1.739
H -2.220 -2.245 0.377
H -1.539 -3.786 1.858
H -1.692 -2.446 3.052
H 1.013 -2.092 2.068
H 0.572 -3.147 3.497
H 0.776 -3.865 1.864
H 0.868 2.936 -0.554
H 1.628 -0.494 -3.053
H 1.944 1.763 -3.054
H 0.375 -1.242 -0.697
C -1.820 -6.906 0.780
Br -1.395 -5.528 -0.510
Br -1.485 -8.676 0.085
Br -0.913 -6.602 2.458
H -2.884 -6.836 0.975
C -4.196 -4.597 4.282
Br -4.644 -5.988 3.017
Br -2.450 -4.867 5.071
Br -4.365 -2.833 3.498
H -4.921 -4.657 5.088
C 2.154 4.525 -5.210
Br 1.750 4.717 -3.326
Br 3.933 5.148 -5.630
Br 1.866 2.711 -5.820
H 1.458 5.158 -5.752
C 1.788 5.906 2.120
Br 0.549 7.064 1.186
Br 0.900 4.835 3.473
Br 2.804 4.801 0.895
H 2.497 6.548 2.631
C 5.132 0.482 -7.797
Br 4.727 0.687 -5.915
Br 6.911 1.109 -8.217
Br 4.847 -1.333 -8.397
H 4.436 1.111 -8.342
C 2.359 -5.374 -1.794
Br 2.892 -5.959 -0.033
Br 1.763 -3.530 -1.786
Br 3.745 -5.666 -3.106
H 1.506 -5.979 -2.088
C -1.531 5.694 7.048
Br -2.429 6.163 5.394
Br -2.592 6.170 8.592
Br -0.998 3.835 7.083
H -0.621 6.281 7.095
C -2.195 6.790 -3.747
Br -1.768 8.228 -4.964
Br -1.842 5.058 -4.532
Br -1.300 6.998 -2.044
H -3.262 6.841 -3.555
C 0.539 -5.604 -5.673
Br -0.293 -5.092 -7.340
Br -0.608 -5.237 -4.156
Br 1.124 -7.446 -5.694
H 1.426 -4.989 -5.557
```

Properties
HOMO level: -11.27 eV
Total charge: +1
HOMO-LUMO gap: 8.52 eV
2S+1: 1

Atomic partial charges in e from the Mulliken method, atoms 1 to 4:
1. C -0.097
2. C -0.861
3. C -0.311
4. C -0.313

The following is a quantum chemistry calculation of a structure of composition C18H26ClGeN4S2SeTi, from the OMol25 dataset.

Geometry as XYZ:
```
54
C18H26ClGeN4S2SeTi (the ωB97M-V functional and the def2-TZVPD basis)
Ti 0.714 -0.068 -0.054
C 4.164 -4.241 0.182
S 3.364 -3.406 -1.197
C 2.603 -2.112 -0.446
S 2.613 -1.640 1.171
N 1.821 -1.251 -1.256
N 2.186 0.024 -1.203
C 3.281 0.645 -0.916
C 3.027 1.878 -0.194
C 3.923 2.918 -0.057
C 3.549 4.025 0.702
C 2.296 4.034 1.289
C 1.455 2.937 1.121
N 1.797 1.869 0.403
H 4.746 -5.046 -0.264
H 3.416 -4.649 0.859
H 4.825 -3.552 0.705
H 4.275 0.277 -1.157
H 4.891 2.868 -0.540
H 4.229 4.856 0.836
H 1.965 4.872 1.886
H 0.484 2.925 1.595
C -3.685 -0.132 -0.327
Ge -2.810 1.484 0.361
C -1.395 0.960 1.702
C -4.031 2.823 1.077
C -1.727 2.435 -1.045
Se -0.354 1.411 -1.968
C -1.491 0.392 -3.178
H -4.315 -0.533 0.468
H -2.990 -0.906 -0.646
H -4.343 0.128 -1.156
H -1.734 0.102 2.280
H -1.235 1.770 2.413
H -0.411 0.718 1.249
H -4.669 2.404 1.855
H -4.673 3.168 0.265
H -3.496 3.679 1.484
H -1.218 3.284 -0.586
H -2.383 2.838 -1.817
H -2.076 -0.344 -2.636
H -0.846 -0.074 -3.919
H -2.152 1.101 -3.671
Cl -2.075 -4.500 -2.084
C -1.564 -3.665 -0.690
C -1.822 -4.148 0.592
C -1.352 -3.430 1.681
C -0.664 -2.251 1.475
N -0.431 -1.767 0.239
C -0.864 -2.477 -0.820
H -2.379 -5.066 0.732
H -1.515 -3.786 2.689
H -0.291 -1.685 2.319
H -0.631 -2.096 -1.806
```

Properties
HOMO level: -18.01 eV
Total charge: +3
Relative energy (zero: lowest compared OMol25 entry of this formula, charge and spin): 1.2869 eV
HOMO-LUMO gap: 6.68 eV
2S+1: 1

Atomic partial charges in e from the Mulliken method, atoms 1 to 4:
1. Ti -0.227
2. C -0.889
3. S 0.193
4. C 0.369

The following is a quantum chemistry calculation of a cluster of 3 separate species, C18H26I2NO7 in total, from the OMol25 dataset.

Geometry as XYZ:
```
54
C18H26I2NO7 (the ωB97M-V functional and the def2-TZVPD basis)
C 5.153 0.715 3.997
C 4.117 1.286 3.000
I 5.123 2.321 1.398
C 3.145 0.167 2.476
I 3.451 -0.503 0.474
C 1.726 0.646 2.618
C 1.332 1.901 2.145
C 0.021 2.301 2.331
C -0.871 1.449 2.969
N -0.508 0.239 3.388
C -1.428 -0.722 4.041
C -2.888 -0.297 4.100
C -3.589 -0.216 2.729
C -4.322 1.107 2.429
O -4.806 1.791 3.580
C 0.774 -0.156 3.217
H 4.992 -0.346 4.165
H 5.063 1.211 4.959
H 6.155 0.886 3.625
H 3.568 2.066 3.513
H 3.281 -0.694 3.120
H 2.032 2.552 1.640
H -0.340 3.257 1.989
H -1.882 1.781 3.126
H -1.355 -1.676 3.522
H -1.076 -0.877 5.058
H -2.970 0.612 4.694
H -3.383 -1.068 4.683
H -4.284 -1.043 2.620
H -2.828 -0.361 1.958
H -5.185 0.937 1.794
H -3.661 1.768 1.860
H -4.086 2.315 3.937
H 1.041 -1.139 3.573
C -0.656 -1.066 -2.947
C -0.430 0.376 -3.342
O 0.992 0.520 -3.156
C 1.552 -0.704 -3.257
O 2.722 -0.912 -3.329
O 0.603 -1.670 -3.272
H -1.462 -1.536 -3.498
H -0.836 -1.185 -1.875
H -0.668 0.577 -4.378
H -0.971 1.078 -2.712
C 0.583 -1.398 -7.709
C -0.222 -2.680 -7.680
O -1.090 -2.466 -6.558
C -1.210 -1.138 -6.371
O -1.985 -0.631 -5.618
O -0.333 -0.455 -7.132
H 0.868 -1.092 -8.711
H 1.475 -1.448 -7.082
H -0.832 -2.814 -8.574
H 0.389 -3.566 -7.529
```

Properties
HOMO level: -11.37 eV
Total charge: +1
Relative energy (zero: lowest compared OMol25 entry of this formula, charge and spin): 0.0000 eV
HOMO-LUMO gap: 7.12 eV
2S+1: 1

Atomic partial charges in e from the Mulliken method, atoms 1 to 4:
1. C -0.977
2. C -0.532
3. I 0.168
4. C -1.002

The following is a quantum chemistry calculation of an isolated molecule of C18H26N2O4, from the OMol25 dataset.

Geometry as XYZ:
```
50
C18H26N2O4 (the ωB97M-V functional and the def2-TZVPD basis)
C 0.593 -5.459 5.586
C 1.338 -5.905 4.334
C 2.426 -4.922 3.899
C 1.863 -3.631 3.312
O 1.173 -3.961 2.120
C 0.563 -2.981 1.417
C -0.130 -3.394 0.274
C -0.780 -2.482 -0.525
C -0.761 -1.124 -0.206
C -1.446 -0.080 -1.006
O -1.777 0.997 -0.530
N -1.693 -0.394 -2.301
C -2.365 0.523 -3.197
C -1.402 1.572 -3.778
O -1.069 1.578 -4.946
N -0.956 2.432 -2.852
C -0.088 3.537 -3.168
C -0.842 4.877 -3.058
C 0.088 6.073 -3.286
C 0.663 6.314 -1.887
C -0.394 5.695 -0.952
O -1.372 5.069 -1.764
C -0.090 -0.721 0.944
C 0.571 -1.628 1.749
H 1.288 -5.297 6.407
H 0.044 -4.537 5.412
H -0.122 -6.221 5.888
H 1.805 -6.873 4.527
H 0.633 -6.033 3.511
H 3.048 -5.393 3.136
H 3.060 -4.668 4.750
H 1.180 -3.149 4.022
H 2.684 -2.936 3.089
H -0.143 -4.447 0.041
H -1.330 -2.841 -1.383
H -1.237 -1.190 -2.714
H -2.808 -0.042 -4.018
H -3.147 1.035 -2.629
H -1.328 2.378 -1.908
H 0.765 3.534 -2.483
H 0.262 3.396 -4.194
H -1.692 4.856 -3.746
H -0.497 6.933 -3.611
H 0.854 5.865 -4.029
H 1.622 5.810 -1.770
H 0.808 7.372 -1.682
H -0.910 6.447 -0.349
H 0.055 4.959 -0.272
H -0.097 0.328 1.199
H 1.087 -1.274 2.627
```

Properties
HOMO level: -8.79 eV
SMILES: CCCCOc1ccc(C(=O)NCC(=O)NC[C@@H]2CCCO2)cc1
Relative energy (zero: lowest compared OMol25 entry of this formula, charge and spin): 0.2560 eV
HOMO-LUMO gap: 9.50 eV
2S+1: 1

Atomic partial charges in e from the Mulliken method, atoms 1 to 4:
1. C -1.159
2. C -0.345
3. C -0.916
4. C -0.608